No. 1
# C43H83BN2O21P

7 unconnected molecules or ions with the total composition C43H83BN2O21P (ωB97M-V/def2-TZVPD, the Open Molecules 2025 dataset).

multiplicity: 1
frontier orbital gap: 5.936 eV
charge: -1
E_LUMO: 2.07 eV
relative energy (zero: lowest compared OMol25 entry of this formula, charge and spin): 8.83 kcal per mole

The geometry in XYZ format:
```
151
C43H83BN2O21P, DFT ωB97M-V/def2-TZVPD
H -2.976 1.070 3.010
C -1.904 -4.916 3.462
H -2.598 3.045 -9.854
O -3.304 -0.242 0.879
H -0.003 3.423 -1.149
H -0.748 -1.991 -1.372
H -2.184 6.857 -2.139
C -1.667 2.643 -2.252
C -0.193 1.986 -5.106
H -4.415 -7.104 -5.139
H 5.780 8.558 0.036
H 0.695 -1.259 -0.767
H 4.398 2.747 -1.520
C 6.798 8.229 0.236
H -3.404 -4.417 2.254
H -3.475 -0.669 -3.278
H 6.200 3.499 0.073
C -5.712 -6.652 -3.484
H -2.570 8.273 -3.113
H 6.246 0.649 9.685
H -2.616 4.798 -10.130
H -3.380 -1.051 0.347
C -0.562 2.537 -1.418
H -5.256 -7.394 -2.828
H -1.006 -1.984 3.706
H -2.292 -5.350 1.572
C 3.085 0.301 6.044
C 6.476 5.991 -0.288
C -2.344 1.482 -2.566
H -0.075 -4.034 3.877
H 3.199 -11.066 3.264
O -5.350 -5.357 -5.520
H -1.513 0.336 3.612
H -3.184 1.586 -3.239
H 6.095 -2.833 1.603
C -1.538 3.170 -6.593
O -0.280 -9.428 4.849
H 4.822 -9.261 3.757
O 1.033 -8.107 3.571
H 3.157 0.213 4.960
C -1.203 2.034 2.334
H 3.533 -8.259 4.435
H -3.357 -1.403 -1.692
H 7.077 2.176 9.321
B -2.115 -0.319 1.551
O -5.068 -3.635 -4.082
O 5.707 5.860 0.628
O 3.240 0.015 0.253
C 4.584 0.915 7.739
H -2.402 -2.600 2.898
H 4.846 4.070 -2.617
H 2.664 -9.576 2.493
O 4.021 0.250 8.570
H 1.842 2.057 6.026
C 0.700 -0.835 1.842
H -2.113 -8.757 5.423
C -2.321 4.013 -9.433
C 1.894 -1.770 1.799
C -0.782 -4.013 3.053
O -2.731 3.132 -7.197
C -2.779 -0.959 -2.497
H 4.804 0.657 2.962
H -1.964 3.605 -2.639
C 6.212 3.771 -0.982
C 6.119 1.663 9.311
C -6.259 -2.016 -5.788
O 5.677 1.658 7.956
H -1.693 2.541 1.508
H -8.267 7.923 -2.323
N -2.849 -5.254 2.416
H 3.996 -9.752 5.248
C -0.394 -1.213 -0.703
H 4.965 1.533 1.397
H -2.141 -1.728 -2.924
H 1.703 1.099 7.499
H -5.331 -1.543 -5.474
H 3.794 -3.122 2.124
C 4.819 3.752 -1.573
H -6.616 -1.545 -6.699
H -1.237 4.032 -9.329
H -0.025 -2.965 0.833
H -7.011 -1.914 -5.007
H 3.101 -0.705 6.460
H -3.376 6.785 -4.962
C -2.259 7.230 -3.161
C -5.452 -4.086 -5.127
C 4.228 -2.158 2.363
H 0.035 2.902 -4.569
C -3.252 6.403 -3.949
H 0.733 1.261 -0.318
H -0.309 1.182 -4.388
H 6.026 -1.097 1.687
H 5.159 -1.984 0.406
O 6.845 5.052 -1.153
H 0.600 1.757 -5.817
C -0.152 1.294 -0.938
H 5.412 2.204 9.939
H -1.236 2.733 3.173
O -5.062 8.381 -4.101
H 4.571 -2.233 3.395
H -1.477 -7.944 3.984
O -6.430 7.193 -2.753
O -0.716 4.042 -6.723
O -4.525 6.339 -3.287
H 6.908 7.978 1.288
C 4.288 1.051 2.091
C -1.309 -2.579 2.847
C 2.845 -10.054 3.455
C 1.818 1.038 6.417
H 0.561 -0.579 2.890
H -2.044 -2.569 0.543
H -6.966 9.128 -2.235
C -5.305 7.402 -3.441
H 7.493 9.024 -0.022
C 3.861 -9.285 4.272
H 2.063 -2.157 0.795
P -0.866 -1.784 1.114
C -1.221 -8.346 4.960
H -0.308 -4.434 2.162
H -0.154 1.860 2.117
C 3.532 -0.058 1.417
H -6.613 -7.078 -3.927
H -0.819 -7.557 5.589
C 0.808 -9.140 4.145
H -6.010 -5.796 -2.879
C -4.738 -6.237 -4.565
C -2.995 4.217 -8.093
H 0.950 0.020 1.224
C -0.832 0.115 -1.220
H -7.566 8.574 -3.820
H 1.697 -2.597 2.477
H 3.551 1.769 2.443
H -3.850 -5.766 -4.143
H -1.275 7.182 -3.627
H 6.851 3.060 -1.502
O 7.131 7.117 -0.595
O 1.610 -10.213 4.163
C -1.972 0.759 2.717
C 5.435 -1.978 1.454
H -4.077 4.235 -8.213
H -2.695 5.160 -7.635
H -2.902 5.375 -4.021
H 0.950 0.525 6.004
O 4.259 1.027 6.458
C -1.964 0.233 -2.069
O -2.039 -5.353 4.568
O -6.052 -3.396 -6.100
H 4.158 4.430 -1.036
O -1.441 2.108 -5.808
N 3.157 -1.116 2.271
C -7.355 8.279 -2.794
```

No. 2
# H20NO13

11 unconnected molecules or ions with the total composition H20NO13 (ωB97M-V/def2-TZVPD, the Open Molecules 2025 dataset).

multiplicity: 1
frontier orbital gap: 9.807 eV
charge: -1
E_LUMO: 2.50 eV
relative energy (zero: lowest compared OMol25 entry of this formula, charge and spin): 57.86 kcal per mole

The geometry in XYZ format:
```
34
H20NO13, DFT ωB97M-V/def2-TZVPD
O -0.427 -0.469 -0.741
H 0.367 -1.902 1.381
O 1.275 0.032 0.168
O -2.932 -0.390 0.715
O -2.439 -0.473 -3.288
O 0.922 -0.220 -3.913
H -3.103 2.699 -0.570
H -2.752 0.077 1.509
O 0.011 -2.779 1.350
H 0.067 -1.925 -1.836
H 0.682 -1.012 -3.402
H 3.182 2.304 0.275
H -2.107 -0.816 -2.476
H -2.978 2.323 0.832
O 3.405 1.526 -0.203
H -3.290 -0.853 -3.408
H -2.177 -0.248 0.202
H -0.200 0.593 3.793
H 2.594 -2.143 2.410
O 0.501 -2.451 -2.495
H 2.688 0.961 0.080
H -0.516 0.400 2.368
O -0.148 -0.044 3.090
N 0.250 0.421 -0.366
H 1.477 2.416 2.132
O -0.283 1.495 -0.029
H -0.955 -2.778 1.465
O -2.900 3.101 0.274
H 2.635 -1.029 1.384
H 1.278 -2.890 -2.111
O 0.762 2.974 1.845
H 0.518 2.452 1.054
H 1.340 0.343 -3.234
O 3.238 -1.703 1.760
```

No. 3
# C26H25FeO7P

A molecular structure, C26H25FeO7P (ωB97M-V/def2-TZVPD, the Open Molecules 2025 dataset).

multiplicity: 5
frontier orbital gap (spin up / spin down): 6.542 / 5.424 eV
E_LUMO (spin up / spin down): 0.48 / -2.34 eV

The geometry in XYZ format:
```
60
C26H25FeO7P, DFT ωB97M-V/def2-TZVPD
C -0.960 2.038 1.331
C 1.731 7.133 -7.453
O -1.227 -1.615 2.965
C -0.963 0.955 -5.429
H 0.510 7.341 -9.193
C 0.593 6.911 -8.206
C 0.332 0.740 -0.934
H -1.412 -0.989 -4.576
C 0.908 7.120 -1.889
C -1.726 7.870 -2.297
C -0.345 5.626 -6.420
C -0.058 2.856 -4.573
H -2.753 8.162 -2.456
H -2.807 0.072 -4.756
C -1.506 2.191 0.017
H -1.331 1.605 -6.238
H 1.128 1.352 -1.420
C 0.230 1.249 1.567
O 0.545 2.945 -5.654
H -1.665 6.542 -3.980
O -0.868 1.773 -4.284
H -1.320 5.958 -8.300
H 1.953 2.905 2.923
H 1.641 -0.127 0.712
O -4.273 0.318 0.498
C -1.875 -0.243 -5.226
C -0.957 1.536 -1.076
H 1.929 6.800 -1.745
C 0.782 5.870 -5.667
H 0.314 -0.200 -1.525
H -1.462 2.473 2.196
H -1.366 1.700 -2.075
C 0.803 0.536 0.502
H 2.707 1.461 2.178
O 2.425 5.180 -3.547
C -0.442 6.146 -7.700
H -2.405 2.799 -0.115
H 2.508 1.560 3.946
C 2.066 1.821 2.983
Fe -1.252 0.104 0.463
C -1.379 -1.452 -0.591
H -2.130 -0.732 -6.169
C 0.304 8.022 -1.029
C 0.189 6.605 -2.939
C -1.239 -0.960 2.033
H 2.542 7.721 -7.854
H 0.859 8.432 -0.201
H -1.132 5.003 -6.024
O -1.444 -2.387 -1.238
C -1.013 8.391 -1.234
C -1.119 6.970 -3.155
P 0.941 5.342 -3.960
H 0.061 0.658 -5.706
C 0.013 3.857 -3.615
C 1.823 6.606 -6.174
H -0.535 3.806 -2.697
O 0.789 1.224 2.886
H 2.707 6.751 -5.569
H -1.488 9.084 -0.557
C -3.138 0.226 0.496
```